Entry 1:
# C18H19FN2O

The molecule C18H19FN2O (the ωB97M-V functional and the def2-TZVPD basis, the OMol25 dataset).

XYZ file:
```
41
Properties=species:S:1:pos:R:3:nbo_charge:R:1
O -2.17 -2.38 -0.66 -0.615
C -1.76 -1.85 0.35 0.693
C -0.70 -2.49 1.22 -0.524
C 0.59 -2.78 0.41 -0.189
N 1.36 -1.64 -0.02 -0.446
C 0.77 -0.80 -1.04 -0.222
C 1.91 -0.11 -1.79 -0.421
C 2.83 0.59 -0.83 -0.044
C 3.68 1.60 -1.28 -0.190
C 4.55 2.23 -0.41 -0.214
C 4.58 1.85 0.92 -0.213
C 3.74 0.85 1.37 -0.229
C 2.87 0.21 0.51 0.056
C 1.95 -0.85 1.04 -0.253
N -2.19 -0.64 0.81 -0.604
C -3.12 0.22 0.24 0.077
C -3.80 -0.02 -0.96 -0.220
C -4.71 0.90 -1.45 -0.208
C -4.97 2.07 -0.77 -0.213
C -4.31 2.34 0.42 -0.270
C -3.40 1.42 0.90 0.365
F -2.75 1.67 2.07 -0.336
H -1.09 -3.46 1.55 0.243
H -0.47 -1.89 2.10 0.201
H 0.31 -3.34 -0.48 0.217
H 1.25 -3.41 1.02 0.199
H 0.10 -0.04 -0.61 0.165
H 0.19 -1.42 -1.72 0.220
H 2.47 -0.86 -2.34 0.219
H 1.50 0.60 -2.51 0.213
H 3.65 1.89 -2.32 0.207
H 5.20 3.01 -0.77 0.212
H 5.26 2.34 1.61 0.212
H 3.76 0.56 2.42 0.205
H 1.18 -0.34 1.65 0.160
H 2.50 -1.52 1.70 0.208
H -1.79 -0.30 1.67 0.413
H -3.60 -0.94 -1.49 0.259
H -5.22 0.69 -2.38 0.218
H -5.68 2.79 -1.16 0.217
H -4.48 3.25 0.98 0.232
```

Results
- energy above the lowest of the compared OMol25 structures with the same formula, charge and spin (eV) = 0.000
- HOMO level (eV) = -8.443
- total charge = 0
- maximum force (Eh/bohr) = 0.011
- E_LUMO (eV) = 0.67
- structure (SMILES) = O=C(CCN1CCc2ccccc2C1)Nc1ccccc1F

Entry 2:
# C4H8N2P

The ion C4H8N2P with charge +1 (the ωB97M-V functional and the def2-TZVPD basis, the OMol25 dataset).

XYZ file:
```
15
Properties=species:S:1:pos:R:3:nbo_charge:R:1
N 1.72 -0.37 0.58 -0.804
C 0.47 0.02 0.08 0.042
N 0.82 1.44 -0.76 -0.746
C -0.35 -0.93 -0.70 -0.257
C -1.62 -0.97 -0.20 -0.149
C -1.86 -0.26 1.04 -0.501
P -0.57 0.78 1.50 0.614
H 2.07 -1.23 0.13 0.389
H 1.55 -0.61 1.53 0.394
H 0.20 1.76 -1.50 0.429
H 1.68 1.47 -1.30 0.435
H 0.80 2.25 -0.16 0.431
H 0.19 -1.48 -1.46 0.244
H -2.43 -1.59 -0.41 0.241
H -2.67 -0.30 1.64 0.239
```

Results
- energy above the lowest of the compared OMol25 structures with the same formula, charge and spin (eV) = 1.879
- HOMO level (eV) = -13.035
- total charge = +1
- maximum force (Eh/bohr) = 0.102
- E_LUMO (eV) = -5.17
- structure (SMILES) = N[C@@]1([NH3+])C=CC=P1

Entry 3:
# C40H33CrN2O5

A structure of composition C40H33CrN2O5 (the ωB97M-V functional and the def2-TZVPD basis, the OMol25 dataset).

XYZ file:
```
81
Properties=species:S:1:pos:R:3:mulliken_spin:R:1
C -0.87 2.49 5.28 0.011
C -1.08 1.21 4.65 0.222
C -1.97 0.18 4.88 0.066
C -1.63 -0.87 3.99 0.099
C -0.57 -0.40 3.21 0.276
C 0.31 -1.10 2.26 0.016
N 0.39 -2.52 2.62 0.015
C 0.66 -2.93 4.00 0.008
C -0.64 -3.19 1.92 0.006
O -1.47 -3.93 2.43 0.007
C -0.58 -2.70 0.49 0.001
C 0.55 -3.55 -0.14 0.002
C 0.97 -3.34 -1.58 0.000
C 2.11 -2.57 -1.89 0.010
C 2.44 -2.31 -3.23 -0.004
C 1.68 -2.88 -4.26 0.000
C 0.63 -3.74 -3.95 0.000
C 0.30 -4.00 -2.62 0.000
N -0.18 -1.25 0.72 0.072
O -0.22 0.86 3.63 -0.030
H -1.76 2.75 5.87 0.000
H -0.01 2.46 5.97 0.028
H -0.70 3.29 4.54 0.012
H -2.77 0.16 5.62 0.001
H -2.12 -1.84 3.92 -0.002
H 1.29 -0.60 2.18 0.000
H 0.70 -4.02 4.03 0.001
H 1.63 -2.52 4.29 -0.003
H -0.12 -2.59 4.70 -0.004
H -1.54 -2.77 -0.04 0.003
H 1.45 -3.45 0.49 0.000
H 0.17 -4.58 -0.04 0.000
H 2.75 -2.16 -1.10 -0.001
H 3.31 -1.68 -3.48 -0.001
H 1.92 -2.67 -5.31 0.000
H 0.06 -4.22 -4.74 0.000
H -0.49 -4.71 -2.37 0.000
H 0.75 -1.29 0.26 -0.009
O 1.93 6.04 -3.87 0.054
C 2.26 5.15 -3.19 -0.070
Cr 2.45 3.66 -1.97 1.119
C 0.62 3.39 -2.29 -0.036
O -0.53 3.26 -2.35 0.005
C 1.77 4.77 -0.59 -0.034
O 1.18 5.45 0.15 0.037
C 4.53 3.38 -2.46 0.181
C 3.78 2.48 -3.24 0.045
C 2.82 1.67 -2.64 -0.002
C 2.60 1.71 -1.24 0.193
C 1.37 1.17 -0.67 0.084
C 0.32 0.74 -0.21 0.073
C -0.84 -0.17 0.10 -0.056
C -1.90 0.50 0.97 0.081
C -1.87 1.89 1.11 0.027
C -2.89 2.55 1.81 0.054
C -3.98 1.82 2.27 0.067
C -4.02 0.43 2.12 -0.026
C -2.96 -0.23 1.50 0.081
C -1.50 -0.62 -1.21 0.006
C -0.65 -0.80 -2.30 0.013
C -1.14 -0.90 -3.60 -0.003
C -2.52 -0.90 -3.82 0.002
C -3.38 -0.91 -2.73 0.002
C -2.89 -0.77 -1.43 0.007
C 3.47 2.49 -0.46 0.276
C 4.42 3.32 -1.06 -0.039
H 5.21 4.09 -2.94 0.007
H 3.90 2.47 -4.33 0.000
H 2.17 1.03 -3.24 0.027
H -1.05 2.46 0.67 -0.007
H -2.81 3.62 1.97 0.003
H -4.82 2.33 2.75 0.001
H -4.85 -0.15 2.52 0.000
H -2.99 -1.32 1.38 0.003
H 0.42 -0.82 -2.11 0.001
H -0.43 -0.99 -4.42 0.000
H -2.89 -0.93 -4.85 0.000
H -4.46 -1.00 -2.88 0.000
H -3.60 -0.78 -0.60 -0.001
H 3.33 2.48 0.62 0.025
H 5.05 3.97 -0.44 -0.001
```

Results
- energy above the lowest of the compared OMol25 structures with the same formula, charge and spin (eV) = 2.493
- HOMO level (alpha / beta) (eV) = -9.250 / -13.101
- total charge = +2
- maximum force (Eh/bohr) = 0.099
- spin multiplicity = 4
- E_LUMO (alpha / beta) (eV) = -6.31 / -9.51

Entry 4:
# C44H112N8O14

A cluster of 8 separate species, C44H112N8O14 in total (the ωB97M-V functional and the def2-TZVPD basis, the OMol25 dataset).

XYZ file:
```
178
Properties=species:S:1:pos:R:3:mulliken_spin:R:1
C -1.27 4.72 7.63 0.205
O -1.44 3.54 6.85 -0.240
C -2.72 2.96 6.79 0.084
C -2.40 1.50 6.29 0.206
N -3.56 0.64 6.05 -0.115
C -4.41 1.10 5.00 -0.120
C -5.44 -0.06 4.52 0.158
O -6.67 -0.15 5.29 -0.141
C -7.63 0.95 5.22 -0.001
H -2.07 5.37 7.30 -0.023
H -0.27 5.12 7.44 -0.043
H -1.20 4.44 8.68 0.001
H -3.32 3.60 6.14 0.027
H -3.31 2.79 7.70 0.025
H -1.87 0.96 7.07 0.053
H -1.75 1.59 5.42 -0.052
H -4.15 0.44 6.85 -0.002
H -3.84 1.56 4.19 0.043
H -4.97 1.99 5.30 0.040
H -4.97 -1.04 4.60 -0.028
H -5.81 0.11 3.50 0.101
H -8.45 0.67 5.88 0.009
H -8.05 0.83 4.22 0.057
H -7.22 1.95 5.38 -0.009
C 4.11 -4.41 -0.91 0.460
O 4.36 -3.07 -0.65 -0.280
C 4.81 -2.84 0.68 0.064
C 6.26 -3.31 1.03 -0.012
N 7.33 -2.42 0.60 -0.026
C 7.59 -2.58 -0.79 -0.006
C 8.85 -1.79 -1.27 -0.008
O 10.07 -2.39 -1.04 -0.009
C 11.12 -1.68 -1.63 0.007
H 3.98 -4.49 -1.99 -0.030
H 3.15 -4.60 -0.42 -0.078
H 4.92 -5.11 -0.72 0.030
H 4.21 -3.28 1.48 0.001
H 4.57 -1.83 1.02 0.062
H 6.37 -4.35 0.72 -0.002
H 6.32 -3.26 2.12 0.001
H 6.97 -1.47 0.56 -0.001
H 6.74 -2.24 -1.37 0.007
H 7.77 -3.62 -1.05 0.010
H 8.81 -0.77 -0.91 0.006
H 8.86 -1.55 -2.33 0.009
H 11.23 -1.90 -2.69 0.000
H 12.08 -2.11 -1.34 0.000
H 11.15 -0.60 -1.51 -0.001
C -5.41 2.21 1.25 -0.233
O -6.70 2.75 1.59 -0.127
C -6.54 4.07 2.13 0.272
C -8.00 4.52 2.68 0.012
N -8.67 3.43 3.35 -0.028
C -10.17 3.39 3.62 0.004
C -10.69 1.94 3.19 -0.003
O -10.90 1.09 4.26 -0.067
C -11.16 -0.27 3.95 0.106
H -4.57 2.45 1.90 0.133
H -5.13 2.47 0.23 -0.034
H -5.60 1.14 1.29 0.030
H -6.17 4.69 1.32 0.011
H -5.75 4.09 2.88 -0.008
H -8.62 4.77 1.82 -0.002
H -7.83 5.40 3.30 -0.032
H -8.55 2.58 2.81 0.015
H -10.69 4.03 2.91 -0.005
H -10.47 3.57 4.65 0.009
H -9.99 1.44 2.51 0.032
H -11.65 2.07 2.69 0.003
H -11.41 -0.78 4.88 -0.020
H -10.29 -0.73 3.47 -0.014
H -12.08 -0.43 3.39 0.007
C 4.69 1.45 -4.29 0.008
O 5.70 1.77 -3.38 -0.031
C 5.42 1.51 -1.99 0.032
C 6.80 1.84 -1.20 0.000
N 6.93 0.77 -0.23 -0.048
C 8.00 0.91 0.75 -0.004
C 7.60 1.88 1.90 0.031
O 6.26 1.55 2.44 -0.340
C 5.71 2.26 3.47 0.479
H 4.57 0.37 -4.39 -0.005
H 5.11 1.74 -5.26 -0.012
H 3.80 2.02 -4.04 0.017
H 4.92 0.57 -1.77 0.037
H 4.61 2.21 -1.75 0.010
H 6.65 2.75 -0.62 0.017
H 7.61 1.72 -1.92 -0.001
H 6.13 1.01 0.34 0.017
H 8.73 1.39 0.10 -0.010
H 8.36 -0.05 1.13 0.012
H 7.53 2.91 1.56 0.013
H 8.38 1.79 2.66 -0.001
H 6.29 2.46 4.37 0.005
H 4.79 1.79 3.82 -0.091
H 5.47 3.20 2.97 -0.012
C 5.01 -2.47 -3.79 -0.138
O 4.85 -3.09 -5.01 -0.012
C 4.35 -2.31 -6.01 0.077
C 3.90 -3.17 -7.21 0.009
N 2.47 -3.33 -7.23 -0.030
C 2.15 -4.43 -8.10 0.020
C 0.62 -4.53 -8.22 0.050
O 0.05 -4.30 -6.90 -0.239
C -1.37 -4.30 -6.83 0.468
H 5.37 -3.26 -3.12 0.016
H 4.25 -1.78 -3.43 0.038
H 5.96 -1.93 -3.85 -0.004
H 5.13 -1.66 -6.40 -0.008
H 3.54 -1.68 -5.65 -0.001
H 4.27 -4.19 -7.14 -0.006
H 4.23 -2.71 -8.14 0.002
H 1.85 -3.34 -6.43 -0.003
H 2.58 -5.32 -7.64 0.004
H 2.72 -4.27 -9.02 0.002
H 0.42 -5.44 -8.78 0.002
H 0.31 -3.63 -8.74 -0.006
H -1.82 -5.26 -7.09 -0.036
H -1.73 -3.66 -7.63 0.011
H -1.43 -3.89 -5.82 -0.126
C 2.57 0.42 0.63 -0.101
O 2.13 0.36 -0.72 -0.140
C 1.60 -0.99 -1.07 0.197
C 0.79 -1.75 -0.02 -0.118
N -0.30 -0.90 0.39 -0.155
C -0.86 -1.24 1.69 0.396
C -1.56 0.05 2.14 -0.617
O -0.75 1.20 2.01 -0.187
C -1.21 2.48 2.45 0.426
H 3.61 0.09 0.70 0.007
H 2.09 -0.08 1.46 0.037
H 2.63 1.47 0.94 0.060
H 2.47 -1.51 -1.45 0.014
H 1.07 -0.88 -2.02 0.056
H 1.45 -1.95 0.82 0.039
H 0.53 -2.74 -0.41 -0.212
H -0.04 0.07 0.46 0.029
H 0.00 -1.40 2.34 -0.149
H -1.47 -2.13 1.83 0.301
H -1.75 -0.20 3.19 0.037
H -2.57 0.25 1.77 0.037
H -1.50 2.62 3.49 0.124
H -2.18 2.76 2.04 -0.044
H -0.55 3.25 2.04 -0.011
C -1.59 2.58 -1.29 -0.075
C -0.49 3.05 -2.19 -0.049
C -0.62 4.48 -2.78 0.080
O -0.30 4.56 -4.15 -0.082
C -0.51 5.85 -4.72 0.049
N 0.83 2.82 -1.53 -0.024
H -2.56 2.67 -1.77 -0.080
H -1.44 3.27 -0.46 0.097
H -1.45 1.55 -0.96 0.076
H -0.50 2.34 -3.02 0.052
H 0.19 4.99 -2.26 0.022
H -1.58 4.96 -2.59 0.019
H -0.40 5.73 -5.80 0.003
H 0.02 6.72 -4.34 -0.005
H -1.54 6.23 -4.68 -0.004
H 0.98 1.92 -1.09 -0.026
H 1.44 2.75 -2.33 0.032
C -3.65 -2.28 -1.36 -0.190
C -4.84 -2.93 -0.60 0.265
C -4.33 -4.14 0.20 0.172
O -3.23 -4.91 -0.33 -0.327
C -3.60 -5.57 -1.62 0.293
N -5.51 -2.03 0.27 -0.316
H -3.10 -2.87 -2.09 -0.016
H -2.87 -1.92 -0.69 0.256
H -4.13 -1.47 -1.90 -0.091
H -5.55 -3.24 -1.36 0.037
H -5.19 -4.80 0.27 0.005
H -4.05 -3.86 1.21 0.127
H -4.32 -6.39 -1.58 -0.070
H -2.67 -5.82 -2.13 -0.049
H -4.10 -4.79 -2.19 0.022
H -6.29 -2.56 0.63 -0.001
H -4.87 -1.80 1.02 0.059
```

Results
- energy above the lowest of the compared OMol25 structures with the same formula, charge and spin (eV) = 0.874
- HOMO level (alpha / beta) (eV) = 0.817 / -6.564
- total charge = -1
- maximum force (Eh/bohr) = 0.082
- spin multiplicity = 2
- E_LUMO (alpha / beta) (eV) = 2.14 / 2.20

Entry 5:
# C34H43BrMgN2OP

A structure of composition C34H43BrMgN2OP (the ωB97M-V functional and the def2-TZVPD basis, the OMol25 dataset).

XYZ file:
```
83
Properties=species:S:1:pos:R:3:mulliken_charge:R:1
Mg 0.74 0.07 -0.18 1.065
Br -4.54 -3.32 -4.12 -0.176
C -3.38 -2.51 -2.87 -0.290
C -3.78 -2.37 -1.53 -0.391
C -2.95 -1.79 -0.61 -0.777
C -1.68 -1.30 -0.96 0.387
O -0.92 -0.74 -0.06 -0.195
C -1.28 -1.46 -2.33 0.286
C 0.02 -1.08 -2.82 -0.075
N 0.89 -0.45 -2.11 0.282
C 2.21 -0.15 -2.52 -0.666
C 2.60 0.24 -3.77 -0.145
C 3.96 0.54 -4.04 -1.000
C 4.90 0.45 -3.06 -0.808
C 4.53 0.08 -1.75 1.166
C 5.45 -0.04 -0.69 -0.610
C 5.02 -0.38 0.56 -0.886
C 3.65 -0.57 0.78 -0.167
N 2.75 -0.48 -0.18 -0.575
C 3.18 -0.19 -1.47 0.706
C -2.15 -2.07 -3.26 -0.830
H -4.76 -2.73 -1.23 0.441
H -3.25 -1.68 0.43 0.472
H 0.27 -1.38 -3.84 0.440
H 1.86 0.32 -4.56 0.540
H 4.24 0.84 -5.04 0.415
H 5.94 0.66 -3.27 0.463
H 6.50 0.14 -0.88 0.465
H 5.72 -0.48 1.39 0.430
H 3.28 -0.78 1.78 0.534
H -1.83 -2.20 -4.28 0.456
C 3.77 5.17 -1.30 -1.022
C 4.15 3.77 -0.85 -0.725
C 3.07 3.18 0.07 0.105
C 1.65 3.70 -0.29 0.635
C 1.58 3.96 -1.80 -0.385
C 2.50 5.13 -2.17 -0.992
P 0.36 2.50 0.25 -0.848
C 0.15 2.67 2.08 0.094
C 0.13 4.12 2.65 -1.059
C 1.42 4.46 3.39 -0.445
C 1.64 3.53 4.59 -0.888
C 1.11 2.10 4.33 -1.161
C 1.15 1.77 2.84 -0.169
C -1.27 2.99 -0.44 0.364
C -1.60 2.31 -1.78 -0.093
C -3.10 2.44 -2.08 -0.792
C -3.67 3.79 -1.62 -0.804
C -2.58 4.86 -1.58 -0.948
C -1.54 4.51 -0.50 -0.882
H 4.59 5.64 -1.85 0.506
H 3.60 5.79 -0.42 0.346
H 5.11 3.77 -0.33 0.567
H 4.28 3.13 -1.73 0.135
H 3.30 3.41 1.11 0.357
H 3.09 2.09 -0.01 -1.031
H 1.46 4.64 0.24 1.058
H 0.56 4.18 -2.12 0.093
H 1.88 3.04 -2.32 -0.025
H 1.96 6.07 -2.08 0.332
H 2.78 5.03 -3.23 0.458
H -0.84 2.23 2.23 0.682
H -0.71 4.20 3.34 0.599
H -0.06 4.84 1.86 0.295
H 1.39 5.50 3.72 0.576
H 2.26 4.39 2.70 -0.107
H 1.15 3.94 5.47 0.360
H 2.71 3.49 4.82 0.349
H 0.08 2.02 4.68 0.390
H 1.68 1.37 4.91 0.449
H 0.89 0.72 2.68 0.379
H 2.17 1.92 2.47 0.083
H -1.96 2.54 0.29 0.699
H -1.33 1.25 -1.75 -0.784
H -1.02 2.76 -2.58 0.346
H -3.64 1.62 -1.60 0.253
H -3.26 2.31 -3.16 0.484
H -4.10 3.70 -0.62 0.325
H -4.49 4.10 -2.27 0.480
H -3.00 5.84 -1.39 0.530
H -2.10 4.91 -2.57 0.295
H -1.92 4.85 0.47 0.382
H -0.62 5.07 -0.69 0.195
```

Results
- energy above the lowest of the compared OMol25 structures with the same formula, charge and spin (eV) = 0.000
- HOMO level (eV) = -10.318
- total charge = +1
- maximum force (Eh/bohr) = 0.020
- E_LUMO (eV) = -3.48

Entry 6:
# C10H18Br6O3

A cluster of 4 separate species, C10H18Br6O3 in total (the ωB97M-V functional and the def2-TZVPD basis, the OMol25 dataset).

XYZ file:
```
37
Properties=species:S:1:pos:R:3:nbo_charge:R:1
C 0.21 -1.94 -13.74 -0.644
C 0.22 -0.53 -14.23 0.070
C -0.59 -0.28 -15.53 -0.094
O -1.53 0.73 -15.20 -0.487
C -1.46 1.03 -13.89 0.981
O -2.15 1.81 -13.33 -0.585
O -0.52 0.27 -13.27 -0.507
H 1.03 -2.52 -14.17 0.220
H -0.71 -2.45 -14.05 0.212
H 0.25 -1.96 -12.65 0.243
H 1.21 -0.09 -14.32 0.190
H -1.05 -1.20 -15.89 0.199
H 0.04 0.10 -16.34 0.191
Br 1.73 -3.91 -16.83 -0.012
C 2.37 -3.55 -18.62 -0.449
C 1.43 -2.71 -19.41 -0.458
Br 1.09 -1.00 -18.60 -0.002
H 2.52 -4.51 -19.12 0.235
H 3.34 -3.09 -18.49 0.230
H 0.46 -3.20 -19.52 0.228
H 1.82 -2.56 -20.42 0.236
Br -0.65 3.18 -9.41 -0.018
C -0.85 1.42 -10.20 -0.448
C -1.44 0.52 -9.15 -0.456
Br -1.80 -1.23 -9.87 -0.007
H 0.14 1.11 -10.49 0.220
H -1.48 1.50 -11.09 0.256
H -2.37 0.93 -8.79 0.226
H -0.78 0.44 -8.29 0.224
Br -0.66 -6.95 -15.28 0.013
C -1.15 -5.10 -15.48 -0.472
C -2.59 -4.90 -15.06 -0.427
Br -3.09 -3.06 -15.51 -0.019
H -0.94 -4.74 -16.48 0.235
H -0.52 -4.48 -14.83 0.220
H -2.71 -5.04 -13.99 0.229
H -3.29 -5.50 -15.62 0.229
```

Results
- energy above the lowest of the compared OMol25 structures with the same formula, charge and spin (eV) = 0.000
- HOMO level (eV) = -10.004
- total charge = 0
- maximum force (Eh/bohr) = 0.023
- E_LUMO (eV) = 0.19
- structure (SMILES) = C[C@H]1COC(=O)O1.BrCCBr.BrCCBr.BrCCBr

| no. | calculated total energy (Ha) |
| --- | --- |
| 1 | -981.95483 |
| 2 | -607.75177 |
| 3 | -3073.44876 |
| 4 | -3234.40737 |
| 5 | -4621.56425 |
| 6 | -16061.66095 |